C6H27NO8 | the ωB97M-V functional and the def2-TZVPD basis

Its LUMO energy is -0.2 eV. The HOMO energy is -8.378 eV. As for the SMILES: C=CC/C(C)=C/N.O.O.O.O.O.O.O.O. For the molar mass, the calculation gives 241.28 g/mol.

Geometry (Å):
1 C 1.195 -2.605 3.012
2 C 0.911 -1.368 2.461
3 C 1.627 -0.029 2.178
4 C 1.141 0.489 0.902
5 C 1.040 -0.632 -0.049
6 C 0.970 1.767 0.581
7 N 0.343 2.077 -0.715
8 H 0.300 -3.282 3.228
9 H 2.256 -3.072 3.296
10 H -0.145 -1.278 2.279
11 H 1.472 0.833 2.902
12 H 2.698 -0.063 2.155
13 H 2.089 -1.195 0.021
14 H 0.499 -1.618 0.222
15 H 0.788 -0.306 -1.082
16 H 1.240 2.639 1.183
17 H 0.114 1.250 -1.243
18 H -0.285 2.617 -0.808
19 O -2.049 -1.140 1.894
20 H -2.080 -1.957 2.301
21 H -1.804 -0.372 2.387
22 O -3.941 -1.733 -0.479
23 H -3.197 -1.625 -1.101
24 H -3.561 -2.511 0.124
25 O 1.652 -2.411 -1.944
26 H 0.779 -2.262 -2.199
27 H 1.935 -3.148 -2.685
28 O 2.373 2.601 -3.189
29 H 2.663 3.117 -2.520
30 H 1.685 2.023 -2.899
31 O -2.203 4.032 1.409
32 H -2.233 3.197 0.856
33 H -2.361 3.545 2.305
34 O -1.988 -0.514 -3.566
35 H -1.293 -0.422 -2.843
36 H -2.261 0.469 -3.539
37 O 3.382 0.165 -1.865
38 H 3.494 -0.814 -1.582
39 H 2.822 0.573 -1.270
40 O -3.074 1.156 -0.134
41 H -3.102 0.585 0.589
42 H -3.889 1.219 -0.574

Charges per atom according to natural (NBO) partitioning, unit e:
1. C -0.4108
2. C -0.1923
3. C -0.4768
4. C -0.0955
5. C -0.6771
6. C -0.0147
7. N -0.8001
8. H 0.1936
9. H 0.2094
10. H 0.1965
11. H 0.2279
12. H 0.2235
13. H 0.2412
14. H 0.2598
15. H 0.1926
16. H 0.2146
17. H 0.3419
18. H 0.3379
19. O -0.9587
20. H 0.4852
21. H 0.4914
22. O -0.9394
23. H 0.4751
24. H 0.4649
25. O -0.9370
26. H 0.4628
27. H 0.4801
28. O -0.9312
29. H 0.4620
30. H 0.4688
31. O -0.9408
32. H 0.4799
33. H 0.4587
34. O -0.9267
35. H 0.4555
36. H 0.4732
37. O -0.9343
38. H 0.4773
39. H 0.4591
40. O -0.9687
41. H 0.4891
42. H 0.4821

---

C53H46BiOP2S | the ωB97M-V functional and the def2-TZVPD basis

Its LUMO energy is -2.6 eV. The HOMO energy is -9.782 eV. For the molar mass, the calculation gives 1001.94 g/mol. As for the net charge: +1.

Geometry (Å):
1 Bi 1.325 1.677 -0.574
2 O -0.614 -0.954 -0.495
3 S -1.329 -0.214 0.602
4 C -2.041 -1.462 1.683
5 C -3.211 -2.074 1.302
6 C -3.928 -2.958 2.133
7 C -3.435 -3.193 3.385
8 C -3.991 -3.990 4.537
9 C -2.866 -3.980 5.603
10 C -1.804 -3.075 5.030
11 C -0.593 -2.680 5.526
12 C 0.224 -1.882 4.704
13 C -0.132 -1.440 3.446
14 P 1.149 -0.564 2.448
15 C 2.509 -1.779 2.574
16 C 2.214 -3.138 2.440
17 C 3.224 -4.086 2.456
18 C 4.549 -3.694 2.599
19 C 4.856 -2.346 2.701
20 C 3.845 -1.395 2.673
21 C 1.602 0.800 3.582
22 C 0.936 2.005 3.352
23 C 1.130 3.099 4.182
24 C 2.012 3.008 5.248
25 C 2.693 1.820 5.479
26 C 2.486 0.722 4.657
27 C -1.416 -1.793 2.931
28 C -2.191 -2.640 3.749
29 C -2.826 0.440 -0.151
30 C -3.846 0.810 0.693
31 C -5.145 1.115 0.241
32 C -5.404 0.975 -1.094
33 C -6.681 1.120 -1.884
34 C -6.280 0.797 -3.348
35 C -4.789 0.576 -3.302
36 C -3.881 0.323 -4.287
37 C -2.515 0.283 -3.933
38 C -2.063 0.391 -2.637
39 P -0.304 0.840 -2.537
40 C -0.312 2.484 -3.356
41 C 0.825 3.013 -3.970
42 C 0.823 4.313 -4.453
43 C -0.292 5.120 -4.283
44 C -1.408 4.621 -3.628
45 C -1.421 3.311 -3.173
46 C 0.572 -0.332 -3.609
47 C 0.950 -0.033 -4.916
48 C 1.627 -0.978 -5.675
49 C 1.926 -2.221 -5.138
50 C 1.536 -2.526 -3.841
51 C 0.863 -1.589 -3.074
52 C -3.008 0.476 -1.564
53 C -4.343 0.660 -1.966
54 H -3.624 -1.858 0.326
55 H -4.851 -3.397 1.780
56 H -4.273 -4.998 4.234
57 H -4.894 -3.508 4.914
58 H -2.463 -4.980 5.769
59 H -3.219 -3.617 6.569
60 H -0.241 -2.992 6.500
61 H 1.208 -1.626 5.076
62 H 1.185 -3.458 2.330
63 H 2.976 -5.136 2.365
64 H 5.336 -4.435 2.626
65 H 5.886 -2.031 2.806
66 H 4.101 -0.345 2.747
67 H 0.248 2.081 2.515
68 H 0.597 4.023 3.995
69 H 2.169 3.857 5.899
70 H 3.388 1.746 6.305
71 H 3.024 -0.195 4.856
72 H -3.665 0.796 1.762
73 H -5.913 1.387 0.953
74 H -7.077 2.132 -1.792
75 H -7.451 0.444 -1.514
76 H -6.537 1.608 -4.030
77 H -6.786 -0.097 -3.715
78 H -4.167 0.222 -5.326
79 H -1.790 0.214 -4.735
80 H 1.727 2.421 -4.052
81 H 1.702 4.698 -4.954
82 H -0.288 6.138 -4.650
83 H -2.273 5.250 -3.470
84 H -2.307 2.937 -2.675
85 H 0.708 0.923 -5.358
86 H 1.917 -0.739 -6.690
87 H 2.457 -2.953 -5.732
88 H 1.758 -3.499 -3.422
89 H 0.569 -1.824 -2.059
90 C 4.595 2.104 -0.116
91 C 4.342 1.474 -1.485
92 C 4.567 2.542 -2.576
93 C 5.314 0.315 -1.733
94 C 2.928 0.985 -1.632
95 H 5.559 2.615 -0.099
96 H 4.597 1.350 0.673
97 H 3.835 2.856 0.126
98 H 5.625 2.809 -2.620
99 H 3.985 3.440 -2.358
100 H 4.270 2.169 -3.558
101 H 6.346 0.665 -1.669
102 H 5.159 -0.110 -2.727
103 H 5.173 -0.480 -0.998
104 H 2.759 0.292 -2.450

Here are the Löwdin charges for atoms 1 to 99, given in e:
1. Bi 1.3838
2. O -0.6147
3. S 0.8533
4. C -0.2960
5. C -0.0570
6. C 0.0038
7. C -0.1422
8. C -0.0921
9. C -0.0926
10. C -0.1462
11. C 0.0050
12. C -0.0616
13. C -0.2951
14. P 1.0479
15. C -0.3727
16. C -0.0924
17. C -0.0758
18. C -0.0832
19. C -0.0801
20. C -0.1128
21. C -0.3734
22. C -0.1337
23. C -0.0805
24. C -0.0783
25. C -0.0694
26. C -0.1020
27. C -0.1366
28. C -0.0833
29. C -0.3218
30. C -0.0731
31. C 0.0044
32. C -0.1425
33. C -0.0902
34. C -0.0889
35. C -0.1412
36. C 0.0094
37. C -0.0562
38. C -0.2807
39. P 0.9526
40. C -0.3880
41. C -0.1263
42. C -0.0644
43. C -0.0684
44. C -0.0653
45. C -0.0813
46. C -0.3718
47. C -0.0952
48. C -0.0642
49. C -0.0655
50. C -0.0577
51. C -0.0829
52. C -0.1329
53. C -0.0856
54. H 0.1187
55. H 0.1199
56. H 0.1221
57. H 0.1243
58. H 0.1233
59. H 0.1217
60. H 0.1201
61. H 0.1030
62. H 0.1073
63. H 0.1060
64. H 0.1048
65. H 0.1059
66. H 0.0931
67. H 0.0597
68. H 0.1052
69. H 0.1066
70. H 0.1082
71. H 0.0975
72. H 0.1230
73. H 0.1222
74. H 0.1238
75. H 0.1227
76. H 0.1230
77. H 0.1249
78. H 0.1223
79. H 0.1102
80. H 0.0850
81. H 0.1115
82. H 0.1099
83. H 0.1099
84. H 0.1053
85. H 0.0984
86. H 0.1103
87. H 0.1099
88. H 0.1117
89. H 0.0866
90. C -0.0923
91. C -0.7257
92. C -0.0622
93. C -0.0551
94. C -0.4111
95. H 0.0929
96. H 0.0749
97. H 0.0465
98. H 0.0887
99. H 0.0820

---

C4H7CoLiO2 | the ωB97M-V functional and the def2-TZVPD basis

Its LUMO energy (spin up / spin down) is -3.6 / -4.5 eV. The HOMO energy (spin up / spin down) is -11.772 / -14.625 eV. As for the spin multiplicity: 5. For the molar mass, the calculation gives 152.97 g/mol. As for the net charge: +1.

Geometry (Å):
1 H -0.712 -0.985 -3.374
2 C -0.354 0.834 -0.196
3 C -0.952 0.035 0.941
4 C 0.335 -0.084 1.658
5 C 1.544 -0.413 0.851
6 O 1.148 -0.310 -0.478
7 O -0.810 0.665 -1.417
8 Li -2.022 0.316 -2.765
9 Co 0.366 -0.738 -2.097
10 H -0.137 1.891 0.029
11 H -1.713 0.593 1.500
12 H -1.361 -0.916 0.565
13 H 0.440 0.225 2.698
14 H 1.879 -1.445 1.071
15 H 2.348 0.332 1.013

Charges per atom according to natural (NBO) partitioning, unit e:
1. H -0.6194
2. C 0.4728
3. C -0.5566
4. C -0.0907
5. C -0.1313
6. O -0.8105
7. O -0.9597
8. Li 0.9611
9. Co 1.3801
10. H 0.2034
11. H 0.2733
12. H 0.2340
13. H 0.2163
14. H 0.2151
15. H 0.2121

---

C4H11N2 | the ωB97M-V functional and the def2-TZVPD basis

Its LUMO energy is -3.6 eV. The HOMO energy is -13.835 eV. As for the SMILES: CC/C([NH3+])=C/N. For the molar mass, the calculation gives 87.15 g/mol. As for the net charge: +1.

Geometry (Å):
1 C 2.483 0.112 -0.093
2 C 1.205 0.889 -0.443
3 C -0.133 0.260 0.103
4 N -1.294 1.183 0.043
5 C -0.427 -1.043 0.066
6 N -1.741 -1.512 0.270
7 H 2.447 -0.094 0.965
8 H 2.540 -0.819 -0.693
9 H 3.422 0.810 -0.260
10 H 1.051 1.084 -1.447
11 H 1.352 1.810 0.080
12 H -1.380 1.555 -0.914
13 H -1.132 1.815 0.819
14 H -2.167 0.491 0.091
15 H 0.401 -1.750 0.048
16 H -2.042 -2.517 0.038
17 H -2.015 -1.385 1.284

Charges per atom according to natural (NBO) partitioning, unit e:
1. C -0.6081
2. C -0.4223
3. C 0.0690
4. N -0.7328
5. C 0.0228
6. N -0.8962
7. H 0.2208
8. H 0.2193
9. H 0.2464
10. H 0.2179
11. H 0.2130
12. H 0.4486
13. H 0.4564
14. H 0.4772
15. H 0.2306
16. H 0.4350
17. H 0.4023

---

C5H10N2Si2 | the ωB97M-V functional and the def2-TZVPD basis

Its LUMO energy is 0.3 eV. The HOMO energy is -8.947 eV. As for the SMILES: [SiH3]N[SiH2]c1ccccn1. For the molar mass, the calculation gives 154.32 g/mol.

Geometry (Å):
1 Si 2.713 -0.577 -2.394
2 N 1.684 -0.602 -0.994
3 Si -0.345 -1.144 -1.302
4 C -0.870 -0.212 0.265
5 C -0.396 -0.383 1.528
6 C -0.822 0.417 2.622
7 C -1.624 1.490 2.322
8 C -2.189 1.522 1.003
9 N -1.756 0.807 0.012
10 H 1.921 0.000 -3.434
11 H 2.763 -1.944 -2.737
12 H 3.851 0.346 -2.387
13 H 1.785 0.081 -0.174
14 H -0.250 -2.687 -1.306
15 H -1.387 -0.675 -2.408
16 H 0.288 -1.198 1.756
17 H -0.649 0.225 3.654
18 H -1.953 2.090 3.235
19 H -2.765 2.444 0.738

Charges per atom according to natural (NBO) partitioning, unit e:
1. Si 1.1201
2. N -1.4530
3. Si 1.2329
4. C -0.2422
5. C -0.2377
6. C -0.1766
7. C -0.2439
8. C 0.0475
9. N -0.4272
10. H -0.2354
11. H -0.1988
12. H -0.1724
13. H 0.4123
14. H -0.1572
15. H -0.1250
16. H 0.2223
17. H 0.2198
18. H 0.2238
19. H 0.1908

---

C4H4O | the ωB97M-V functional and the def2-TZVPD basis

Its LUMO energy is 0.4 eV. The HOMO energy is -7.724 eV. For the molar mass, the calculation gives 68.08 g/mol.

Geometry (Å):
1 C 1.547 0.258 -0.113
2 C -0.828 0.024 0.625
3 C -0.325 -1.089 -0.167
4 C 0.247 0.453 -0.394
5 O 2.640 -0.011 0.149
6 H -1.812 0.465 0.449
7 H -0.523 0.103 1.662
8 H -0.887 -1.368 -1.056
9 H -0.059 1.164 -1.155

Charges per atom according to natural (NBO) partitioning, unit e:
1. C 0.8474
2. C -0.3732
3. C -0.4052
4. C -0.5229
5. O -0.3901
6. H 0.2041
7. H 0.2011
8. H 0.1763
9. H 0.2624